C5H11O2 | ωB97M-V/def2-TZVPD

Properties
* DFT total energy: -347.48833 hartree
* charge: -1
* SMILES string: [O-]CCCCCO
* LUMO level: 4.118 eV
* ΔE to the lowest compared entry with this formula, charge and spin: 4.390 eV

Last columns: bonded neighbours and bond lengths (Å).
CARTESIAN COORDINATES (ANGSTROEM)
1 O 1.6251 -1.4400 -0.0477  C2 1.389
2 C 1.6840 -0.5127 0.9851  O1 1.389, C3 1.740, H8 1.106, H9 1.228
3 C 1.2837 1.0704 0.3829  C2 1.740, C4 1.507, H10 1.218, H11 1.109
4 C 0.0852 1.0665 -0.5306  C3 1.507, C5 1.544, H12 1.273, H13 1.113
5 C -0.7672 -0.0489 -1.1722  C4 1.544, C6 1.531, H14 1.035, H15 1.093
6 C -1.9033 -0.6364 -0.3298  C5 1.531, O7 1.474, H16 1.082, H17 1.176
7 O -1.3642 -1.5264 0.7136  C6 1.474, H18 0.965
8 H 2.5975 -0.5510 1.6066  C2 1.106
9 H 0.8892 -0.5096 1.9205  C2 1.228
10 H 2.3939 1.3374 -0.0404  C3 1.218
11 H 1.0849 1.5372 1.3693  C3 1.109
12 H -0.7686 1.6542 0.2085  C4 1.273
13 H 0.4272 1.8090 -1.2860  C4 1.113
14 H -0.1568 -0.8186 -1.4997  C5 1.035
15 H -1.2899 0.4443 -1.9951  C5 1.093
16 H -2.7109 -1.1927 -0.7858  C6 1.082
17 H -2.5493 0.2035 0.1811  C6 1.176
18 H -0.5604 -1.8862 0.3198  O7 0.965